Record 1
This record from the OMol25 dataset describes 11 unconnected molecules or ions with the total composition C50H66O4 in a non-equilibrium geometry. The level of theory is ωB97M-V with the def2-TZVPD basis set.

SMILES   c1ccccc1.c1ccccc1.c1ccccc1.c1ccccc1.c1ccccc1.c1ccccc1.c1ccccc1.CCO.CCO.CCO.CCO
Spin multiplicity   1
HOMO energy   -9.08 eV
Electronic energy   -2245.67037 Eh
Net charge   0

Geometry (Å):
C: 4.3669 4.1313 -0.7065
C: 3.3789 3.6021 -1.5477
C: 3.2388 2.2808 -1.6974
C: 4.0720 1.3912 -1.0085
C: 5.0410 1.8683 -0.1478
C: 5.2047 3.2264 -0.0280
H: 4.5555 5.1667 -0.5932
H: 2.7970 4.2952 -2.1985
H: 2.4899 1.9182 -2.4223
H: 3.9111 0.3125 -1.0273
H: 5.6472 1.2759 0.4657
H: 5.9015 3.6636 0.6578
C: 4.8310 -1.9121 -1.9041
C: 3.4318 -1.9527 -2.1762
C: 2.9870 -1.2618 -3.3060
C: 3.8942 -0.6239 -4.1830
C: 5.2708 -0.6394 -3.9108
C: 5.7113 -1.2760 -2.7344
H: 5.2463 -2.4022 -1.0396
H: 2.7955 -2.4448 -1.4026
H: 1.9408 -1.2697 -3.5858
H: 3.5491 -0.0291 -5.0334
H: 5.9530 -0.0532 -4.4663
H: 6.7705 -1.2705 -2.6130
C: -0.3567 4.1391 -3.3223
C: 0.2509 4.6369 -4.4761
C: 0.8814 3.7285 -5.3552
C: 0.9304 2.4216 -5.0605
C: 0.2313 1.9100 -3.9155
C: -0.4518 2.7888 -3.0878
H: -0.8678 4.9420 -2.6815
H: 0.3892 5.7329 -4.5600
H: 1.3129 4.1113 -6.2252
H: 1.4673 1.6870 -5.6604
H: 0.1685 0.8495 -3.7111
H: -1.1117 2.4249 -2.2701
C: 2.1413 -2.2411 3.9904
C: 3.5126 -2.0559 3.6866
C: 4.2394 -3.1094 3.1785
C: 3.6104 -4.3190 2.9757
C: 2.2696 -4.5085 3.2587
C: 1.5170 -3.4715 3.7346
H: 1.5790 -1.4715 4.4816
H: 4.0226 -1.0870 3.8536
H: 5.2833 -2.9700 2.8814
H: 3.9885 -5.1678 2.4050
H: 1.7480 -5.3947 2.9687
H: 0.4783 -3.6232 3.8409
C: -2.4879 -3.7437 4.2907
C: -1.8453 -4.7300 5.0481
C: -1.1049 -4.4023 6.1588
C: -1.0475 -3.0920 6.6035
C: -1.6746 -2.1019 5.8387
C: -2.3600 -2.4132 4.6839
H: -3.0753 -3.9288 3.4189
H: -1.9311 -5.7664 4.7600
H: -0.4902 -5.1339 6.6597
H: -0.4588 -2.7587 7.5083
H: -1.5961 -1.0757 6.1642
H: -2.8409 -1.6381 4.0504
C: -4.5947 1.3125 -1.5142
C: -4.8304 2.5241 -0.8739
C: -6.0986 3.0722 -0.9965
C: -7.1123 2.5139 -1.7577
C: -6.8448 1.3480 -2.4242
C: -5.5967 0.7367 -2.2891
H: -3.6377 0.8142 -1.5177
H: -4.1187 2.9827 -0.2360
H: -6.3501 4.0162 -0.4537
H: -8.0439 3.0321 -1.9287
H: -7.6133 0.8917 -3.0384
H: -5.3544 -0.1878 -2.8050
C: -2.1705 -1.4101 -3.9183
C: -1.5140 -1.4346 -5.1369
C: -1.1276 -2.6422 -5.6349
C: -1.3864 -3.8275 -4.9493
C: -2.0924 -3.8050 -3.7772
C: -2.4463 -2.5729 -3.2180
H: -2.6415 -0.4999 -3.5515
H: -1.2010 -0.5143 -5.6494
H: -0.5217 -2.7869 -6.5177
H: -0.9833 -4.8092 -5.2793
H: -2.3705 -4.7278 -3.2692
H: -3.0432 -2.5097 -2.3037
C: 2.7228 2.7327 3.0572
C: 3.9474 3.5338 3.6418
O: 4.8330 2.7256 4.4509
H: 2.0527 3.4809 2.5804
H: 2.1460 2.3138 3.8945
H: 2.9381 1.9680 2.2795
H: 3.6804 4.3845 4.2875
H: 4.5183 3.9474 2.8093
H: 5.2692 2.0941 3.8983
C: 0.9508 -0.4386 0.7078
C: 0.0564 0.0037 -0.5024
O: -1.3021 0.2105 -0.2142
H: 0.5683 0.0363 1.5972
H: 1.9238 -0.1007 0.6049
H: 0.8529 -1.5294 0.7996
H: 0.0281 -0.7991 -1.2353
H: 0.4817 0.8997 -0.9871
H: -1.3557 1.0195 0.3711
C: -2.3382 1.3041 3.2776
C: -2.8577 2.3253 2.3091
O: -2.0945 2.4736 1.1119
H: -2.2075 0.3260 2.8453
H: -3.0511 1.2811 4.1203
H: -1.4089 1.6371 3.7045
H: -3.0562 3.3010 2.7849
H: -3.7907 1.9256 1.9311
H: -1.6916 3.3408 1.1482
C: -5.3033 -1.6693 0.6426
C: -4.0729 -1.1770 1.3516
O: -2.9134 -1.9555 0.8823
H: -6.3090 -1.5620 1.1720
H: -5.1939 -2.7576 0.5341
H: -5.3829 -1.1954 -0.3699
H: -4.1289 -1.2421 2.4351
H: -3.8142 -0.1278 1.2188
H: -2.3103 -1.3920 0.3938

---

Record 2
This record from the OMol25 dataset describes a molecular structure, C50H72MnNO3P2SSi in a non-equilibrium geometry. The level of theory is ωB97M-V with the def2-TZVPD basis set.

Spin multiplicity   2
HOMO energy (spin up / spin down)   -3.37 / -3.40 eV
Electronic energy   -4750.27009 Eh
Net charge   -1

Geometry (Å):
Mn: 0.1069 1.0255 0.1676
C: 0.4729 2.3003 3.6935
Si: 0.1184 0.8562 2.4420
C: 1.4202 -0.3974 3.1019
C: 1.4593 -0.8446 4.4120
C: 2.5424 -1.5599 4.8905
C: 3.6008 -1.8229 4.0393
C: 3.5594 -1.4089 2.7183
C: 2.4636 -0.7019 2.2282
P: 2.2627 0.0068 0.5262
C: 3.7696 1.1652 0.6070
C: 5.1888 0.5545 0.6138
C: 6.0054 0.8981 -0.6314
C: 6.2065 2.4061 -0.7907
C: 4.9578 3.1720 -0.3319
C: 3.7006 2.3084 -0.4067
C: 2.6363 -1.4670 -0.6092
C: 3.0086 -0.9574 -1.9964
C: 2.8999 -2.0737 -3.0293
C: 3.8055 -3.2377 -2.6370
C: 3.4601 -3.7399 -1.2382
C: 3.5524 -2.6203 -0.1995
C: -1.5562 0.0747 2.9857
C: -1.9833 0.1015 4.3072
C: -3.1447 -0.5396 4.6983
C: -3.9026 -1.1914 3.7416
C: -3.5039 -1.1826 2.4126
C: -2.3288 -0.5581 2.0062
P: -1.5761 -0.5122 0.1154
C: -1.2707 -2.3991 0.0821
C: -2.3883 -3.4105 -0.1531
C: -1.7989 -4.8013 -0.4620
C: -0.3844 -4.9712 0.0954
C: -0.2782 -4.2955 1.4574
C: -0.4864 -2.7782 1.3414
C: -3.2873 0.1116 -0.5491
C: -4.4410 -0.8752 -0.8013
C: -4.5973 -1.2005 -2.2824
C: -5.0830 0.0306 -3.0495
C: -4.4835 1.3048 -2.4447
C: -3.1366 1.0063 -1.7878
H: 1.0302 1.9432 4.5535
H: -0.4417 2.7584 4.0498
H: 1.0550 3.0753 3.2083
H: 0.6301 -0.6193 5.0640
H: 2.5785 -1.8863 5.9228
H: 4.4746 -2.3483 4.4058
H: 4.4160 -1.6318 2.1056
H: 3.5947 1.6110 1.6000
H: 5.1463 -0.5271 0.6997
H: 5.7287 0.9297 1.4887
H: 5.4976 0.5121 -1.5144
H: 6.9765 0.3964 -0.5702
H: 6.4196 2.6228 -1.8408
H: 7.0763 2.7310 -0.2120
H: 4.8164 4.0591 -0.9507
H: 5.0876 3.5093 0.7003
H: 3.5709 1.9325 -1.4227
H: 2.8447 2.9416 -0.1833
H: 1.6191 -1.8839 -0.6909
H: 4.0335 -0.5874 -2.0023
H: 2.3368 -0.1384 -2.2549
H: 3.1816 -1.6939 -4.0150
H: 1.8659 -2.4147 -3.0931
H: 4.8463 -2.9030 -2.6563
H: 3.7023 -4.0517 -3.3600
H: 4.1403 -4.5494 -0.9576
H: 2.4463 -4.1447 -1.2418
H: 4.5956 -2.3037 -0.1352
H: 3.2475 -3.0204 0.7691
H: -1.3918 0.6303 5.0427
H: -3.4586 -0.5328 5.7359
H: -4.8106 -1.7098 4.0267
H: -4.1400 -1.6815 1.6988
H: -0.5881 -2.4693 -0.7730
H: -2.9992 -3.1105 -1.0027
H: -3.0227 -3.4677 0.7318
H: -1.7772 -4.9627 -1.5421
H: -2.4518 -5.5680 -0.0358
H: 0.3421 -4.5262 -0.5874
H: -0.1465 -6.0353 0.1763
H: 0.6939 -4.5002 1.9099
H: -1.0398 -4.7277 2.1109
H: 0.4716 -2.2501 1.3120
H: -1.0122 -2.4210 2.2262
H: -3.5795 0.7406 0.3047
H: -5.3707 -0.4163 -0.4521
H: -4.3074 -1.7915 -0.2389
H: -5.3039 -2.0262 -2.4105
H: -3.6345 -1.5153 -2.6846
H: -6.1734 0.0961 -3.0162
H: -4.7887 -0.0634 -4.0962
H: -5.1693 1.7280 -1.7046
H: -4.3453 2.0540 -3.2292
H: -2.6525 1.9445 -1.5123
H: -2.5028 0.5252 -2.5304
C: -0.8355 4.2604 -1.7380
S: 0.6710 3.7461 -0.8318
O: 0.5117 4.0954 0.5704
O: 1.7080 4.5032 -1.5114
O: 0.8289 2.3083 -1.0670
H: -0.7804 5.3375 -1.8164
H: -1.7319 3.9570 -1.2171
H: -0.7654 3.7930 -2.7105
C: -2.5646 5.2428 1.2589
C: -3.0699 3.8016 1.4173
C: -4.4393 3.6337 0.7455
C: -3.1628 3.4605 2.9118
C: -2.1016 2.8808 0.8471
N: -1.2661 2.1230 0.5641
H: -3.0797 5.8954 1.9618
H: -2.7395 5.6167 0.2531
H: -1.4944 5.2783 1.4478
H: -5.1466 4.3481 1.1630
H: -4.8225 2.6280 0.9054
H: -4.3745 3.8042 -0.3276
H: -3.9660 4.0299 3.3768
H: -2.2232 3.7105 3.3962
H: -3.3417 2.3979 3.0614
C: -0.5062 -0.1294 -1.3112
C: -0.3652 -0.3563 -2.6816
C: -0.9700 -1.4632 -3.3432
C: -0.8427 -1.6649 -4.6954
C: -0.0881 -0.7989 -5.4783
C: 0.5247 0.2895 -4.8642
C: 0.3928 0.5151 -3.5171
H: -1.5405 -2.1580 -2.7452
H: -1.3367 -2.5067 -5.1666
H: 0.0270 -0.9744 -6.5385
H: 1.1173 0.9719 -5.4648
H: 0.8486 1.3858 -3.0642

---

Record 3
This record from the OMol25 dataset describes 12 unconnected molecules or ions with the total composition C50H72O7S5 in a non-equilibrium geometry. The level of theory is ωB97M-V with the def2-TZVPD basis set.

Spin multiplicity   1
HOMO energy   -8.78 eV
Electronic energy   -4465.87739 Eh
Net charge   0

Geometry (Å):
C: 11.8986 27.8495 26.5859
S: 12.3300 26.0848 26.5000
O: 13.8044 25.9013 26.6314
C: 11.6361 25.6997 28.1116
H: 12.3864 28.2312 27.4885
H: 10.8264 27.9227 26.7669
H: 12.1832 28.4100 25.7040
H: 11.8426 24.6373 28.2530
H: 10.5668 25.8898 28.1459
H: 12.1806 26.2088 28.9090
C: 16.3474 25.0906 25.1043
S: 17.4545 23.9413 24.2762
O: 18.6189 24.7270 23.7549
C: 18.0324 23.0342 25.7438
H: 16.8417 25.6078 25.9306
H: 15.5074 24.5357 25.5163
H: 16.1099 25.8294 24.3429
H: 17.3366 22.2225 25.9580
H: 18.0222 23.7467 26.5662
H: 19.0105 22.6191 25.5251
C: 17.1237 25.6465 20.8810
S: 15.8865 26.6965 20.0937
O: 16.5048 27.9986 19.7624
C: 15.7772 25.6971 18.5834
H: 16.7734 24.6210 21.0109
H: 17.3308 26.0138 21.8875
H: 18.0537 25.6574 20.3122
H: 15.0954 26.2039 17.9002
H: 15.4142 24.7020 18.8328
H: 16.7482 25.6427 18.0885
C: 11.8547 25.3728 21.8728
S: 12.1483 24.2001 23.2421
O: 11.4076 22.9416 22.9137
C: 13.8463 23.8698 22.7130
H: 12.5460 26.2046 22.0091
H: 10.8194 25.6924 21.9090
H: 12.1047 24.8419 20.9537
H: 14.3665 24.8163 22.5397
H: 13.8547 23.3280 21.7663
H: 14.3670 23.2744 23.4595
C: 8.8478 28.6181 21.9806
S: 10.1518 29.1663 23.1156
O: 10.9437 27.9279 23.4242
C: 11.1020 30.0391 21.8874
H: 8.2779 29.4692 21.6114
H: 8.2244 27.9191 22.5321
H: 9.3498 28.1274 21.1473
H: 11.6359 29.3767 21.1999
H: 11.9383 30.6028 22.3182
H: 10.5310 30.7685 21.3108
C: 17.2300 26.9878 31.2193
C: 15.8570 26.9843 31.4840
C: 14.9714 27.1483 30.4395
C: 15.4445 27.2449 29.1313
C: 16.7997 27.3522 28.8762
C: 17.6997 27.1874 29.9328
H: 17.9619 26.8449 32.0040
H: 15.5908 26.8279 32.5214
H: 13.8963 27.1440 30.5740
H: 14.7238 27.4336 28.3471
H: 17.1631 27.4831 27.8645
H: 18.7542 27.2311 29.6891
C: 19.9028 29.3720 20.8684
C: 20.3518 30.1809 19.8284
C: 21.5453 29.8713 19.1970
C: 22.2930 28.7973 19.6760
C: 21.8673 28.0123 20.7320
C: 20.6368 28.3003 21.3336
H: 18.9245 29.6009 21.2765
H: 19.7358 31.0075 19.4986
H: 21.9542 30.4603 18.3876
H: 23.2163 28.5604 19.1576
H: 22.4928 27.2246 21.1293
H: 20.2498 27.6428 22.1026
C: 13.7477 32.3087 24.3218
C: 15.1329 32.4882 24.2956
C: 15.6545 33.7724 24.2217
C: 14.7988 34.8677 24.1454
C: 13.4253 34.6967 24.2661
C: 12.9076 33.4115 24.2767
H: 13.3620 31.3011 24.4189
H: 15.7337 31.5905 24.3607
H: 16.7308 33.8965 24.2466
H: 15.2072 35.8601 23.9984
H: 12.7977 35.5784 24.2606
H: 11.8497 33.2042 24.1529
C: 12.6237 32.1184 19.3280
C: 13.6257 32.2434 20.2902
C: 13.8224 33.4622 20.9277
C: 12.9270 34.5020 20.6934
C: 11.8430 34.3437 19.8465
C: 11.7038 33.1398 19.1597
H: 12.5223 31.1699 18.8164
H: 14.3314 31.4372 20.4592
H: 14.6447 33.6383 21.6073
H: 13.0196 35.4209 21.2618
H: 11.1650 35.1435 19.5789
H: 10.9285 32.9990 18.4144
C: 10.8236 28.8431 17.0245
C: 10.4237 28.0323 18.0703
C: 11.3405 27.5467 18.9942
C: 12.6899 27.8511 18.8137
C: 13.0969 28.7015 17.7988
C: 12.1722 29.1854 16.8831
H: 10.1658 29.2069 16.2460
H: 9.3831 27.7523 18.2003
H: 11.0093 26.9149 19.8057
H: 13.4117 27.4436 19.5116
H: 14.1632 28.8262 17.6421
H: 12.4280 29.7322 15.9853
C: 16.5114 28.7977 24.7536
C: 16.8513 29.3243 23.5228
C: 15.9406 29.3820 22.4741
C: 14.6778 28.8425 22.6489
C: 14.3239 28.2990 23.8858
C: 15.2279 28.2772 24.9325
H: 17.1984 28.8100 25.5907
H: 17.8272 29.7752 23.3726
H: 16.2436 29.8298 21.5381
H: 13.9840 28.7552 21.8200
H: 13.3247 27.8869 23.9819
H: 14.9491 27.8544 25.8896
O: 21.5742 33.8379 26.1151
C: 20.8650 32.9528 25.7480
O: 19.6536 33.1688 25.1793
C: 19.1020 31.9869 24.6037
C: 19.9764 30.8038 25.0579
C: 21.1145 31.4582 25.8347
H: 19.0348 32.0841 23.5212
H: 18.1000 31.8684 25.0190
H: 20.3212 30.1685 24.2428
H: 19.4174 30.1290 25.7081
H: 22.1064 31.2257 25.4482
H: 21.1523 31.1862 26.8901